1.
{"formula": "C10H21NS", "method": "ωB97M-V with the def2-TZVPD basis set", "homo_ha": -0.2612, "homo_lumo_gap_ev": 7.841, "spin_multiplicity": 1, "lumo_ev": 0.73, "e_above_lowest_ev": 2.582, "elements": ["C", "C", "C", "C", "C", "C", "C", "C", "C", "C", "N", "S", "H", "H", "H", "H", "H", "H", "H", "H", "H", "H", "H", "H", "H", "H", "H", "H", "H", "H", "H", "H", "H"], "positions_angstrom": [[-0.9293, 1.3470, -2.5023], [-0.9173, 2.7118, -1.7333], [-1.1662, 1.4503, -0.9362], [-2.6075, 1.3057, -0.4583], [-1.4417, -1.4505, 2.3067], [0.1698, 0.4884, 2.4789], [2.3414, -0.4197, -1.5128], [1.9240, -2.6343, -0.4107], [-0.1598, -0.9488, 1.9519], [1.7760, -1.1197, -0.3048], [-0.1160, 1.1351, -0.0560], [-0.0556, -0.8572, 0.0243], [-1.8300, 1.3156, -3.1150], [-0.1835, 0.8720, -3.1392], [-0.0085, 3.1739, -1.6521], [-1.7864, 3.4108, -1.7180], [-2.8618, 2.0603, 0.3225], [-2.6431, 0.3020, -0.1521], [-3.2415, 1.4531, -1.2629], [-2.1342, -0.6404, 2.0485], [-1.8329, -2.2647, 1.7012], [-1.4688, -1.7610, 3.2938], [0.9434, 0.9203, 1.8838], [0.6363, 0.3266, 3.4921], [-0.5383, 1.2815, 2.6954], [3.2560, -0.8500, -1.7961], [1.6740, -0.6100, -2.2965], [2.3957, 0.6389, -1.5487], [2.9777, -2.7272, -0.4265], [1.3489, -2.8987, -1.3244], [1.6927, -3.1859, 0.4592], [0.6146, -1.6775, 2.2173], [2.3479, -0.8979, 0.6743]]}

=====

2.
{"formula": "C10H21NSi", "method": "ωB97M-V with the def2-TZVPD basis set", "homo_ha": -0.2887, "homo_lumo_gap_ev": 8.293, "spin_multiplicity": 1, "lumo_ev": 0.44, "e_above_lowest_ev": 4.009, "elements": ["C", "C", "C", "C", "C", "C", "C", "C", "C", "C", "N", "Si", "H", "H", "H", "H", "H", "H", "H", "H", "H", "H", "H", "H", "H", "H", "H", "H", "H", "H", "H", "H", "H"], "positions_angstrom": [[0.7669, -2.6340, 0.2862], [1.1831, -0.3565, -2.1573], [1.6650, 1.6371, -0.6766], [3.2103, -0.3336, -0.4708], [-2.4112, -0.9762, -1.4419], [-2.6825, -0.8440, 1.0442], [-2.3097, 1.3314, -0.2476], [0.8425, -0.5516, 2.4006], [1.7668, 0.0595, -0.7804], [-2.0526, -0.1669, -0.1542], [0.9768, -3.7586, 0.1256], [0.5880, -0.7230, 0.4824], [1.5707, -1.3391, -2.4420], [0.1142, -0.3880, -2.0094], [1.3760, 0.3706, -2.8836], [0.8910, 2.0745, -1.2683], [2.4902, 1.9769, -1.2390], [1.5969, 1.9730, 0.3479], [4.0174, -0.1995, -1.2699], [3.5701, 0.1693, 0.4780], [3.2384, -1.3498, -0.3173], [-2.2675, -0.2103, -2.2534], [-1.7254, -1.8244, -1.6668], [-3.4687, -1.2638, -1.5327], [-3.7829, -0.7234, 0.7218], [-2.5570, -0.2276, 1.9079], [-2.5748, -1.9610, 1.1425], [-1.8683, 1.8375, 0.5569], [-1.7114, 1.6088, -1.2173], [-3.2948, 1.5906, -0.3602], [1.6791, -1.3333, 2.5055], [1.2745, 0.4077, 2.5592], [0.0474, -0.9390, 3.0037]]}

=====

3.
{"formula": "C10H21O2P", "method": "ωB97M-V with the def2-TZVPD basis set", "homo_ha": -0.3324, "smiles": "C#CC[PH2](CCC)OCCOCC", "homo_lumo_gap_ev": 9.998, "spin_multiplicity": 1, "lumo_ev": 0.95, "e_above_lowest_ev": 6.402, "elements": ["C", "C", "C", "P", "C", "C", "C", "O", "C", "C", "O", "C", "C", "H", "H", "H", "H", "H", "H", "H", "H", "H", "H", "H", "H", "H", "H", "H", "H", "H", "H", "H", "H", "H"], "positions_angstrom": [[1.7627, 0.5729, 2.7237], [0.9780, 0.9270, 1.8535], [-0.1788, 1.5167, 0.9895], [-1.3241, 0.1633, 0.2609], [-2.0010, -0.2600, 2.0069], [-1.9673, -1.8251, 2.3476], [-0.5014, -2.4278, 2.4865], [-0.8463, 0.7289, -1.3066], [-1.1059, -0.2174, -2.3507], [0.2185, -0.2344, -3.2957], [0.9446, 0.9930, -3.0646], [2.1525, 0.7546, -2.3172], [2.6706, 2.0825, -1.5677], [2.4513, 0.2644, 3.5497], [0.3295, 2.0781, 0.1366], [-0.7768, 2.3163, 1.5401], [-0.7444, -1.1270, 0.0819], [-2.6950, 0.4275, -0.1255], [-3.1096, 0.0266, 2.0156], [-1.5286, 0.3464, 2.8397], [-2.6270, -2.4417, 1.6498], [-2.4540, -1.9250, 3.3782], [0.2422, -1.7341, 2.9758], [-0.5482, -3.3859, 3.0847], [-0.1686, -2.7239, 1.4347], [-1.9438, 0.1836, -3.0143], [-1.3080, -1.2721, -1.9960], [-0.0678, -0.2269, -4.4003], [0.8670, -1.1455, -3.0640], [2.0471, -0.0342, -1.5121], [2.9623, 0.4408, -3.0422], [2.8559, 1.8312, -0.4800], [3.6798, 2.3663, -2.0140], [1.9288, 2.9296, -1.6118]]}

=====

4.
{"formula": "C10H21O5", "method": "ωB97M-V with the def2-TZVPD basis set", "homo_ha": -0.0301, "charge": -1, "homo_lumo_gap_ev": 3.515, "spin_multiplicity": 1, "lumo_ev": 2.70, "elements": ["C", "C", "O", "H", "H", "H", "H", "H", "O", "C", "O", "C", "C", "C", "H", "H", "H", "H", "H", "H", "H", "H", "O", "C", "O", "C", "C", "C", "H", "H", "H", "H", "H", "H", "H", "H"], "positions_angstrom": [[-2.5897, -3.5594, -1.2267], [-1.8457, -2.3324, -1.8789], [-0.3779, -2.5025, -1.7003], [-1.9069, -4.4107, -1.1040], [-3.3905, -3.8503, -1.9078], [-2.9910, -3.3067, -0.2259], [-2.1218, -1.4431, -1.2871], [-0.1103, -2.7769, -2.5468], [-3.3197, 1.0900, 0.8885], [-2.2620, 0.7654, 1.3538], [-2.0014, -0.5279, 1.5707], [-0.7254, -1.0202, 1.9742], [-0.5753, -0.9466, 3.4810], [-1.2279, 1.7817, 1.7530], [0.0780, -0.5073, 1.4440], [-0.6914, -2.0600, 1.6532], [-0.6238, 0.0825, 3.8414], [0.3784, -1.3768, 3.7922], [-1.3833, -1.4948, 3.9677], [-1.4560, 2.1722, 2.7456], [-1.2602, 2.5941, 1.0373], [-0.2135, 1.3975, 1.7415], [0.9657, 3.2775, 0.4323], [1.4701, 2.6807, -0.4774], [1.1573, 1.3890, -0.6222], [1.5112, 0.5806, -1.7496], [2.9026, 0.0013, -1.6018], [2.4802, 3.3231, -1.3929], [1.3850, 1.1377, -2.6792], [0.7776, -0.2254, -1.7667], [3.6650, 0.7820, -1.5609], [3.1305, -0.6599, -2.4382], [2.9758, -0.5688, -0.6754], [3.4584, 3.2911, -0.9146], [2.1931, 4.3615, -1.5445], [2.5450, 2.8620, -2.3758]]}

=====

5.
{"formula": "C10H22As3F18O6V", "method": "ωB97M-V with the def2-TZVPD basis set", "s2": 0.8089, "homo_ha": [-0.3081, -0.3092], "charge": -1, "homo_lumo_gap_ev": [9.430, 9.945], "spin_multiplicity": 2, "lumo_ev": [1.05, 1.53], "e_above_lowest_ev": 1.989, "elements": ["O", "V", "As", "F", "F", "F", "F", "F", "F", "As", "F", "F", "F", "F", "F", "F", "As", "F", "F", "F", "F", "F", "F", "C", "O", "C", "C", "O", "C", "C", "O", "C", "H", "H", "H", "H", "H", "H", "H", "H", "H", "H", "H", "H", "H", "H", "O", "C", "O", "C", "C", "C", "H", "H", "H", "H", "H", "H", "H", "H"], "positions_angstrom": [[-0.0534, -1.4146, -0.4169], [0.3263, 0.1356, -0.3458], [3.7982, -0.3251, 1.2726], [2.0293, -0.2058, 0.7289], [3.9803, -1.9152, 0.4674], [5.5129, -0.4043, 1.8448], [3.5459, 1.1894, 2.1920], [3.2537, -1.3394, 2.6712], [4.2550, 0.5842, -0.1966], [-3.2314, 1.7963, 0.6014], [-2.8739, 1.0695, 2.2180], [-2.1912, 3.1870, 1.0528], [-3.5940, 2.4516, -0.9933], [-4.1388, 0.2908, 0.1920], [-4.6912, 2.6006, 1.2272], [-1.7301, 0.9667, 0.0068], [-1.4528, -0.8994, -3.7688], [-0.8009, 0.0549, -2.3519], [-0.5121, 0.1945, -4.8494], [-1.9830, -1.8130, -5.2188], [-2.3583, -1.9510, -2.6396], [-2.8696, 0.1631, -3.8170], [-0.0433, -2.0151, -3.6388], [0.5188, 1.9903, 2.4378], [0.5182, 1.9487, 0.9959], [0.7068, 3.2163, 0.3758], [0.3712, 3.0868, -1.0967], [0.8874, 1.8116, -1.5349], [2.0825, 1.9392, -2.3490], [2.4508, 0.5239, -2.7766], [1.9262, -0.5405, -1.8913], [2.4639, -1.8204, -2.2083], [0.5923, 0.9831, 2.8480], [-0.4249, 2.3643, 2.8348], [1.3675, 2.4620, 2.9329], [1.7243, 3.5434, 0.5898], [0.0713, 3.9981, 0.7917], [0.5979, 3.9355, -1.7420], [-0.7098, 3.0236, -1.2210], [2.9196, 2.3171, -1.7620], [2.0577, 2.5750, -3.2340], [3.5228, 0.4592, -2.9632], [2.0240, 0.3928, -3.7709], [2.4596, -1.9111, -3.2945], [1.8311, -2.5982, -1.7808], [3.4954, -1.9989, -1.9046], [-0.5763, -0.8359, 1.9296], [-0.9959, -1.6539, 2.7772], [-2.1554, -2.3620, 2.7277], [-3.0533, -2.2201, 1.6564], [-3.5440, -3.6140, 1.3284], [-0.1374, -2.0110, 3.9525], [-2.6108, -1.7072, 0.8025], [-3.8084, -1.4747, 1.9060], [-2.7608, -4.2764, 0.9598], [-4.2845, -3.5161, 0.5346], [-4.0275, -4.1118, 2.1690], [0.0619, -1.1166, 4.5428], [0.8139, -2.4145, 3.6055], [-0.5536, -2.7885, 4.5930]]}

=====

6.
{"formula": "C10H22AsCeGeS7", "method": "ωB97M-V with the def2-TZVPD basis set", "homo_ha": [-0.1428, -0.1432], "charge": -1, "homo_lumo_gap_ev": [5.601, 5.551], "spin_multiplicity": 1, "lumo_ev": [1.72, 1.65], "e_above_lowest_ev": 3.034, "elements": ["Ce", "C", "C", "S", "C", "C", "S", "C", "C", "S", "H", "H", "H", "H", "H", "H", "H", "H", "H", "H", "H", "H", "S", "As", "S", "S", "S", "C", "Ge", "C", "C", "C", "H", "H", "H", "H", "H", "H", "H", "H", "H", "H"], "positions_angstrom": [[-0.5239, 0.7415, -1.2382], [-0.1670, -0.0580, 2.9591], [1.1968, 0.3535, 2.4367], [1.6937, -0.3645, 0.8390], [1.5386, -2.1530, 1.1938], [0.7068, -2.9186, 0.1726], [-0.7623, -2.0260, -0.4257], [-1.6842, -2.4386, 1.4730], [-2.4819, -1.2051, 1.7790], [-1.5120, 0.3668, 1.8043], [-0.3472, 0.4737, 3.8943], [-0.2332, -1.1263, 3.1534], [1.9746, 0.1067, 3.1617], [1.2141, 1.4245, 2.2423], [1.0930, -2.2262, 2.1823], [2.5529, -2.5510, 1.2373], [0.3457, -3.8420, 0.6237], [1.2982, -3.1563, -0.7075], [-1.0733, -2.7621, 2.3230], [-2.3601, -3.2572, 1.2122], [-3.0254, -1.2172, 2.7263], [-3.1945, -1.0022, 0.9740], [-1.8982, 5.4780, -0.8863], [-1.3158, 3.4822, -1.0741], [-2.9253, 2.0315, -0.7031], [0.3614, 2.9219, 0.2491], [-0.5960, 2.9396, -3.0595], [3.4939, -1.9526, -1.6932], [1.8613, -1.2241, -2.6244], [2.2957, 0.7406, -2.6008], [2.2667, -1.7693, -4.5078], [-0.0167, -1.4644, -2.1875], [4.3560, -1.6028, -2.2613], [3.5229, -3.0440, -1.6574], [3.5760, -1.5667, -0.6771], [3.3287, 0.9189, -2.8989], [2.1728, 1.1948, -1.6073], [1.6576, 1.2820, -3.3019], [3.2659, -1.4208, -4.7742], [1.5507, -1.3499, -5.2157], [2.2427, -2.8568, -4.6059], [-0.4298, -2.1972, -2.8767]]}